No. 1
Density functional theory data (ωB97M-V with the def2-TZVPD basis set) for a molecular structure, C45H60BN7O2PS3W.

Geometry as XYZ:
```
120
Properties=species:S:1:pos:R:3:forces:R:3:lowdin_charge:R:1
W -2.634967 0.250754 0.992890 -0.231 0.050 0.611 1.026
S -2.458452 -0.500530 3.361436 -0.006 0.015 -0.183 0.700
S -2.671769 -2.223517 0.581757 -0.009 -0.147 -0.171 0.793
S -1.001759 2.279575 2.292122 -0.161 -0.307 -0.114 1.032
P -3.040028 0.466437 -1.477835 -0.129 -0.278 -0.250 0.979
O -4.621793 -0.381495 0.753478 0.466 0.049 0.331 -0.352
O -6.393129 -1.056953 -0.393614 -0.295 -0.090 -0.072 0.100
N 0.057402 -0.602445 2.419024 -0.133 0.123 -0.031 -0.034
N 1.176921 -1.990262 -0.173256 0.060 -0.010 0.110 0.184
N 1.387997 -0.619403 2.499646 0.081 0.017 -0.018 0.174
N 1.186325 0.768693 -0.628738 -0.323 0.122 0.243 0.197
N -2.563053 2.115622 1.544173 0.265 0.218 -0.080 -0.509
N -0.093834 -1.712293 0.183085 -0.114 0.093 -0.134 0.013
N 0.385232 0.925719 0.404375 -0.014 0.474 -0.080 0.028
C -4.869878 2.690970 1.321594 -0.111 -0.010 0.083 -0.038
C 1.670152 3.092941 -0.594068 -0.126 -0.302 0.152 0.073
C -3.244364 2.082624 -3.753887 0.021 -0.053 0.001 -0.065
C 1.192738 -1.017202 4.818475 -0.094 -0.013 -0.183 0.080
C -1.597030 2.744203 -2.134798 -0.022 -0.020 0.101 -0.103
C 2.732941 1.532530 -2.319712 0.025 0.095 -0.049 -0.526
C -1.905755 -4.943930 -0.452795 -0.010 -0.008 -0.029 -0.052
C 3.947125 -2.086128 2.972167 -0.156 0.058 0.017 -0.033
C 2.868164 -3.523155 -1.059032 0.026 0.004 -0.045 -0.538
C 2.848386 -3.803153 -2.568709 0.010 -0.015 0.086 -0.027
C -2.434665 -0.940544 -2.462466 -0.036 0.060 -0.023 -0.355
C -1.210540 3.798503 -2.948467 -0.028 -0.023 -0.055 -0.076
C -3.638795 3.340248 3.394061 -0.123 -0.044 -0.032 -0.055
C -2.608113 1.878659 -2.531260 0.070 0.067 0.201 -0.341
C -1.087089 -2.612345 0.104958 -0.012 -0.039 -0.003 -0.553
C -2.700231 -3.112111 -3.460125 0.044 0.025 -0.035 -0.075
C -3.232853 -2.040688 -2.758186 -0.001 0.039 0.014 -0.088
C 0.462893 -4.191185 -0.729872 -0.074 0.128 0.088 0.060
C -0.759088 -0.726040 3.475175 -0.002 -0.089 0.130 -0.598
C -4.854893 0.362047 -1.534921 -0.056 0.009 -0.037 -0.229
C -0.814609 -3.930653 -0.372134 0.085 -0.006 -0.007 -0.239
C 2.143031 0.404475 -3.167288 0.139 -0.069 0.037 -0.048
C 4.090376 1.143432 -1.713939 -0.024 0.010 -0.002 -0.021
C 3.346905 -4.774740 -0.312718 0.050 0.045 -0.032 -0.031
C -0.167640 -1.006985 4.747550 0.087 0.035 -0.074 -0.236
C 3.832287 -2.381383 -0.786389 0.048 -0.039 0.109 -0.043
C 1.965390 -0.790708 3.654208 0.004 -0.051 0.160 -0.194
C 3.485833 -0.777241 3.629094 0.050 -0.062 0.055 -0.539
C -2.860981 3.136006 -4.564628 0.001 0.026 -0.022 -0.060
C -1.032058 -1.228669 5.943474 0.015 0.033 0.003 -0.061
C 2.930677 2.760414 -3.214066 -0.065 -0.073 0.014 -0.041
C -0.573831 -2.000548 -3.563336 -0.025 0.024 -0.026 -0.072
C 0.147650 2.149127 0.948504 0.169 -0.332 -0.151 -0.417
C -1.843193 3.993266 -4.166292 0.020 -0.011 0.038 -0.065
C -1.101211 -0.929192 -2.863481 -0.047 0.037 0.054 -0.093
C 1.813071 1.821752 -1.148430 -0.165 0.186 0.084 -0.175
C 0.628946 4.639217 1.073407 0.004 -0.034 0.009 -0.026
C -3.539230 3.180059 1.880361 0.038 0.094 -0.265 -0.685
C -5.363418 -0.442115 -0.328397 0.115 -0.017 -0.167 -0.696
C 4.084551 -0.666085 5.031983 -0.033 -0.011 -0.098 -0.053
C -3.134588 4.492849 1.215808 -0.084 -0.090 0.044 -0.039
C 0.831519 3.277219 0.489273 0.172 -0.071 -0.223 -0.227
C 1.453977 -3.181471 -0.624169 -0.074 -0.099 -0.013 -0.202
C 3.950258 0.411631 2.785702 0.030 -0.032 -0.064 -0.042
C -1.374008 -3.093394 -3.864783 -0.016 0.010 0.003 -0.068
B -0.473950 -0.362845 0.928476 0.110 -0.208 0.079 -0.670
H 3.835482 -4.127563 -2.892172 0.083 -0.037 -0.043 0.093
H 4.581433 2.021113 -1.295477 0.048 0.065 0.056 0.092
H -0.468754 -0.082234 -2.623972 -0.049 -0.007 0.020 0.076
H 4.737275 0.727282 -2.483539 0.070 -0.023 -0.066 0.098
H -4.262673 -2.083988 -2.428288 -0.036 0.012 0.001 0.110
H -5.161366 1.727117 1.752239 0.052 0.201 -0.037 0.087
H 3.867325 -1.542011 5.640938 -0.027 -0.066 0.050 0.084
H -0.400826 4.959915 0.930440 -0.006 0.025 -0.010 0.065
H -3.357248 3.289367 -5.511580 -0.025 0.018 -0.059 0.112
H 3.979836 0.411028 -0.919600 0.008 -0.056 0.034 0.058
H 5.037439 0.430608 2.746290 0.108 0.012 -0.005 0.090
H 3.675328 -2.947383 3.581931 -0.026 -0.067 0.056 0.094
H 2.871146 0.091334 -3.913543 0.051 0.005 -0.079 0.098
H -4.030690 1.415684 -4.082841 -0.017 -0.039 0.008 0.114
H 0.456743 -1.976228 -3.885143 0.105 -0.008 -0.026 0.092
H 1.983254 3.128548 -3.607678 -0.082 0.030 -0.008 0.086
H -1.550246 4.814016 -4.804305 0.018 0.055 -0.040 0.110
H 3.442402 3.572698 -2.702313 0.038 0.074 0.050 0.080
H 0.732507 -5.173023 -1.087475 0.025 -0.077 -0.066 0.126
H -2.258615 4.918947 1.697788 0.073 0.032 0.063 0.057
H 4.785904 -2.591779 -1.267391 0.097 -0.023 -0.031 0.100
H -1.525008 -5.880897 -0.851721 0.011 -0.048 -0.016 0.090
H -3.326241 -3.961251 -3.690569 -0.054 -0.073 -0.032 0.113
H -1.740069 -2.035618 5.761776 -0.040 -0.050 -0.012 0.087
H -2.712389 -4.581360 -1.089901 -0.010 -0.005 0.006 0.068
H 5.167691 -0.590120 4.952780 0.056 -0.001 -0.005 0.091
H 3.728830 0.220249 5.556630 -0.037 0.069 0.034 0.093
H -0.427650 4.471966 -2.629346 0.072 0.060 0.027 0.102
H 1.286145 5.354821 0.587381 0.047 0.041 -0.012 0.091
H -3.883185 2.389423 3.869336 -0.001 -0.008 -0.009 0.082
H 3.609113 1.352632 3.217583 -0.026 0.076 0.030 0.088
H 5.028129 -2.087560 2.846546 0.112 0.005 -0.017 0.096
H 0.830093 4.650403 2.142558 -0.007 -0.008 0.057 0.093
H -3.942116 5.215327 1.307960 -0.072 0.079 0.012 0.096
H 2.185648 3.936989 -1.018529 0.110 0.115 -0.068 0.125
H 2.589634 -2.902642 -3.121333 -0.035 0.115 -0.083 0.071
H -2.716768 3.725274 3.826496 0.099 0.018 0.015 0.065
H 3.438835 -1.456227 -1.182745 -0.052 0.145 -0.081 0.041
H 2.816978 -5.673726 -0.617444 -0.084 -0.085 -0.019 0.080
H 4.013567 -2.248137 0.280792 -0.018 0.026 -0.227 0.059
H -1.129820 2.595103 -1.169620 0.000 0.016 -0.002 0.068
H 3.234624 -4.657904 0.763354 -0.004 0.020 0.125 0.088
H -4.427419 4.054813 3.621275 -0.056 0.051 0.056 0.096
H -2.927622 4.339769 0.156236 -0.004 -0.012 -0.067 0.081
H 2.135135 -4.583380 -2.832423 -0.037 -0.046 -0.018 0.084
H -0.427689 -1.469202 6.814251 0.019 -0.011 0.035 0.086
H 1.250425 0.749561 -3.689102 -0.055 0.023 -0.044 0.088
H -2.338921 -5.122230 0.530037 -0.030 -0.016 0.073 0.087
H -5.231052 1.385165 -1.414632 0.034 -0.135 -0.086 0.092
H -4.825338 2.587263 0.235225 0.054 0.070 0.069 0.070
H -5.639859 3.421909 1.557623 -0.102 0.041 0.001 0.100
H -1.623732 -0.337422 6.153078 -0.028 0.032 0.014 0.084
H -0.965610 -3.926308 -4.419215 0.024 -0.058 -0.034 0.110
H 3.474355 -2.194396 1.995123 -0.001 0.015 0.185 0.046
H 4.402788 -4.935890 -0.524105 0.072 -0.021 -0.025 0.094
H -5.266096 -0.045813 -2.459483 0.018 0.045 0.111 0.099
H 3.553342 2.480682 -4.062796 0.024 -0.023 -0.031 0.097
H 3.565427 0.335954 1.770022 -0.012 0.010 -0.053 0.063
H 1.676392 -1.196471 5.764828 0.064 -0.008 0.106 0.120
H 1.873788 -0.453763 -2.556742 0.032 -0.083 0.026 0.048
```
Positions in Å, forces in eV/Å.

Output
Lowest unoccupied orbital energy (alpha / beta) = -3.5 / -3.5 eV
Total charge = +1

No. 2
Density functional theory data (ωB97M-V with the def2-TZVPD basis set) for a molecular structure, C45H60ClN4S2SeY.

Geometry as XYZ:
```
114
Properties=species:S:1:pos:R:3:forces:R:3:lowdin_charge:R:1
Y -0.101307 0.205208 0.627336 0.176 0.500 0.001 0.769
Se -1.315482 -0.328788 3.036622 -0.305 -0.452 -1.155 0.716
Cl -1.476236 -1.573494 -0.390107 -0.432 -0.163 -0.303 0.057
S 1.167213 0.215107 -1.880550 -0.203 -0.357 -0.316 0.739
S -1.553368 1.922347 -1.129450 0.039 -0.360 -0.079 0.702
N -2.433899 0.792903 -3.347670 -0.268 0.361 0.608 -0.048
N 1.339219 -2.036685 1.204275 0.678 0.050 -0.857 -0.227
N 2.602464 -3.906680 2.335432 -0.043 -0.062 -0.347 -0.054
N 0.099473 0.207863 -4.290341 -0.323 0.378 -0.180 -0.077
C 1.089711 -0.719014 -4.815165 0.033 -0.265 -0.037 -0.107
C -1.396128 1.066493 -2.585954 0.100 0.025 0.529 -0.655
C -6.194449 -1.044449 -5.155505 1.175 0.625 1.177 -0.054
C 1.541048 3.113636 0.213735 0.637 -1.245 -1.941 -0.238
C 0.024417 -1.160632 5.790088 0.849 1.403 0.336 -0.069
C 3.220140 -3.585492 0.988010 0.876 -1.092 -0.324 -0.051
C -4.648508 -0.213745 -3.445123 0.368 -0.778 -0.113 -0.242
C -2.980173 2.288390 3.541270 0.208 0.403 0.764 -0.075
C -1.607138 2.787784 8.328321 0.240 1.848 -1.175 -0.036
C 0.838291 4.186384 -0.550990 -1.364 -0.178 0.711 -0.067
C 2.984388 2.774505 -1.889386 -1.785 2.688 1.273 -0.076
C -3.851052 0.913069 -2.847241 0.174 -0.329 -0.238 -0.082
C 0.459647 -3.225767 1.308928 0.463 0.219 -0.240 -0.178
C 1.795181 -1.646380 2.525967 -1.698 0.761 0.803 -0.225
C 4.394807 0.837206 2.563672 0.817 1.259 -0.967 -0.033
C 1.216460 2.809253 1.525810 0.153 0.514 0.821 -0.230
C 0.311233 -2.894461 -7.777459 -0.088 -0.311 0.239 -0.061
C 2.543611 -2.370486 0.400032 -2.186 0.258 -2.199 -0.141
C -5.902959 -2.319862 -4.765606 -0.905 -1.265 -0.639 -0.082
C 4.839800 1.171175 -0.275532 -1.353 0.266 -1.010 -0.024
C 2.647653 2.463522 -0.450401 0.296 -0.023 1.685 -0.244
C 3.341225 1.559540 1.739940 -0.561 -0.700 -0.435 -0.198
C -5.577741 -0.017921 -4.441172 -1.353 2.128 -0.396 -0.047
C 1.194375 -4.385251 2.066902 0.385 1.047 -1.890 -0.009
C -1.331869 -3.416081 -6.041154 -0.327 -0.367 -0.959 -0.062
C -5.052924 -2.567205 -3.716890 1.017 0.398 0.345 -0.069
C 3.515825 1.678213 0.341730 0.708 0.184 -0.774 -0.175
C -2.067376 1.844010 4.692729 -0.877 -0.185 -1.666 -0.317
C -2.092223 2.551180 5.854496 -0.595 1.007 1.146 -0.020
C 2.190974 2.102015 2.313392 -1.660 0.122 0.203 -0.199
C 0.446194 -1.807053 -5.631961 -0.254 0.240 -0.923 -0.212
C -0.042685 0.487825 -3.020852 0.048 0.069 0.750 -0.609
C 0.909073 -1.953531 -6.942303 0.290 0.100 -0.445 -0.039
C -0.790574 -3.615305 -7.321747 0.041 0.689 0.228 -0.062
C -0.719718 0.168419 5.789961 0.534 -0.883 -1.580 -0.286
C -0.835598 0.861043 -5.191782 -1.138 0.542 0.790 -0.067
C 2.611780 -2.721330 3.212623 -0.274 1.095 -0.553 -0.060
C -1.501876 2.067347 7.003268 0.229 -0.080 1.558 -0.243
C -4.354908 -1.538285 -3.098594 -0.638 0.197 -0.299 -0.032
C 1.867062 2.090341 3.789644 1.211 -0.914 0.255 -0.017
C -0.685305 -2.527902 -5.217484 0.477 0.302 1.321 -0.060
C -1.289506 0.684559 4.609536 -0.392 0.183 1.320 -0.572
C -0.820764 0.865964 6.971108 -0.424 0.543 -1.171 -0.008
C -2.271225 0.559328 -4.772933 0.744 0.547 -0.752 -0.078
C 0.025879 3.605730 2.169518 0.458 -0.543 -0.100 -0.023
H 2.697183 1.617156 4.355215 -0.737 0.018 -0.165 0.090
H 1.789767 -0.200782 -5.445983 0.252 0.476 -0.328 0.131
H 4.002393 0.225278 3.331385 -0.460 -0.492 0.949 0.044
H 1.551534 4.974616 -0.636158 0.276 0.996 -0.203 0.102
H -0.744632 1.945314 -5.164675 0.506 0.188 0.422 0.145
H 0.424632 3.963610 -1.522393 0.455 -0.485 -0.460 0.052
H 3.087797 -4.480170 0.335973 0.057 0.580 0.650 0.153
H 2.376627 -0.731271 2.448944 0.016 0.053 -0.077 0.090
H 3.152846 -1.474984 0.293921 0.305 -0.075 0.339 0.113
H -3.888632 0.867845 -1.763460 0.518 -0.084 0.078 0.100
H 3.143911 -4.613112 2.817321 0.101 -0.514 -0.214 0.194
H 0.335433 4.668822 2.139184 -0.410 -0.469 0.355 0.112
H 5.161448 0.192367 0.019615 -0.106 -0.620 0.355 0.051
H -2.603076 -0.400135 -5.077538 -0.202 -1.138 0.047 0.115
H -3.632993 -1.764935 -2.343588 0.375 -0.056 0.445 0.065
H 0.890331 1.633009 4.025466 0.554 0.086 -0.056 0.062
H -1.031683 -2.424177 -4.180197 0.025 0.180 -0.363 0.119
H -6.394291 -3.167335 -5.251339 0.200 0.277 0.064 0.121
H -0.432371 -2.859681 1.799322 -0.189 -0.412 0.476 0.061
H 1.669828 -1.064210 -3.980337 0.085 -0.377 0.432 0.076
H -0.394607 -1.950964 5.232096 -0.905 -0.662 -0.920 0.035
H -2.287059 -3.906075 -5.749034 1.009 0.309 -0.125 0.123
H 0.842532 -1.375862 3.037675 0.922 -0.298 0.290 0.008
H 2.035877 3.031594 -2.373694 0.190 -0.323 -0.230 0.058
H 1.078502 -1.066745 5.453148 -0.388 0.169 0.241 0.079
H -1.257096 3.828334 8.153801 -0.268 -0.392 0.213 0.096
H 2.147594 -2.579687 -0.663906 0.800 0.123 1.536 0.148
H 5.103596 0.245528 1.970158 -0.485 0.090 0.058 0.072
H 3.510147 3.768756 -1.913468 0.221 -1.177 -0.197 0.129
H -0.897827 3.506826 1.581396 0.357 0.116 -0.133 0.058
H -2.396052 2.264395 2.647993 0.085 -0.178 -0.886 -0.006
H -2.882724 1.259489 -5.335817 -0.348 0.252 0.209 0.152
H -4.200241 1.898808 -3.123373 -0.266 0.215 -0.251 0.136
H 3.416173 1.969879 -2.393643 0.992 -0.793 -0.841 0.030
H -0.065690 4.507541 -0.024050 0.498 0.355 0.046 0.070
H 2.279198 -2.951535 4.199183 -0.411 -0.457 0.602 0.134
H 0.683830 -4.603915 2.947582 -0.492 -0.478 1.705 0.120
H -4.848385 -3.572518 -3.430039 0.039 -0.608 0.228 0.103
H -2.663443 3.487122 5.922505 0.176 -0.425 -0.116 0.136
H 1.858772 3.108543 4.137088 -0.199 0.516 0.229 0.095
H 1.298462 -5.268417 1.441927 -0.125 -0.081 0.109 0.139
H 1.716158 -1.313295 -7.371828 -0.606 -0.591 0.669 0.131
H 0.693111 -3.083523 -8.784202 -0.176 0.216 0.346 0.118
H -0.662055 0.637162 -6.210359 0.214 -0.872 -0.921 0.134
H -0.297234 3.292206 3.181355 0.698 0.211 -0.482 0.071
H -1.269641 -4.248337 -8.025614 -0.411 -0.685 -0.330 0.099
H -2.598734 2.880957 8.734981 -0.630 -0.147 -0.140 0.080
H -0.997031 2.424861 9.115682 0.712 -0.784 0.481 0.063
H 5.028507 1.613489 3.009370 -0.069 -0.205 0.306 0.113
H -3.287440 3.338485 3.667188 -0.034 -0.400 0.187 0.089
H 0.011126 -1.479701 6.804897 0.404 -0.461 0.895 0.069
H -0.332484 0.496670 7.825465 0.363 -0.450 1.105 0.110
H -5.967636 1.027017 -4.580368 0.729 -0.958 -0.276 0.138
H 4.296222 -3.433213 1.111522 -0.170 -0.063 0.213 0.145
H 4.787573 1.136217 -1.383356 0.152 0.193 0.814 0.080
H 5.623062 1.839678 0.023371 0.550 0.470 -0.002 0.096
H -3.883932 1.661327 3.407398 0.616 0.190 0.194 0.099
H 0.138333 -3.502101 0.301724 0.258 -0.144 0.200 0.084
H 3.577650 -2.279722 3.276975 1.287 -0.504 0.154 0.127
H -6.815320 -0.821059 -5.973397 -0.886 0.184 -0.728 0.101
```
Positions in Å, forces in eV/Å.

Output
Lowest unoccupied orbital energy = -5.9 eV
Total charge = +2

Relative energy (zero: lowest compared OMol25 entry of this formula, charge and spin)
In order: 56.6 2.3
Unit: kcal per mole